*one*
The following is a DFT calculation (the ωB97M-V functional and the def2-TZVPD basis) of a cluster of 2 separate species, C3H4FNO in total.

Element x y z (Å)
C (0.62, 1.11, 1.28)
C (0.02, 0.03, 1.00)
C (-1.24, -0.15, -1.06)
N (-0.68, -1.05, -1.76)
O (-2.18, 0.49, -1.21)
F (0.28, -1.08, 1.73)
H (1.38, 1.15, 2.12)
H (0.41, 1.98, 0.84)
H (-0.08, -1.61, -1.27)
H (-0.98, -1.34, -2.72)

Spin multiplicity: 1


*two*
The following is a DFT calculation (the ωB97M-V functional and the def2-TZVPD basis) of the molecule C3H4FNO.

Element x y z (Å)
C (0.71, -1.30, -0.11)
C (-0.10, -0.28, -0.81)
O (-0.54, -0.24, -1.90)
C (-0.26, 1.20, 0.27)
N (-0.98, 2.01, 0.98)
F (-2.33, 1.69, 1.10)
H (0.21, -1.60, 0.81)
H (1.68, -0.88, 0.15)
H (0.84, -2.16, -0.76)
H (0.77, 1.56, 0.29)

Spin multiplicity: 1


Which one sits at the top of the stability order? *two* does.


*one*
The following is a DFT calculation (the ωB97M-V functional and the def2-TZVPD basis) of the molecule S2.

Element x y z (Å)
S (0.00, 0.00, 1.24)
S (0.00, 0.00, -1.24)

Spin multiplicity: 1


*two*
The following is a DFT calculation (the ωB97M-V functional and the def2-TZVPD basis) of a cluster of 2 separate species, S2 in total.

Element x y z (Å)
S (-0.19, -1.51, 0.43)
S (0.19, 1.51, -0.43)

Spin multiplicity: 1


*three*
The following is a DFT calculation (the ωB97M-V functional and the def2-TZVPD basis) of a cluster of 2 separate species, S2 in total.

Element x y z (Å)
S (0.00, 0.00, 1.52)
S (0.00, 0.00, -1.52)

Spin multiplicity: 1


*four*
The following is a DFT calculation (the ωB97M-V functional and the def2-TZVPD basis) of a cluster of 2 separate species, S2 in total.

Element x y z (Å)
S (0.00, 0.00, 1.81)
S (0.00, 0.00, -1.81)

Spin multiplicity: 1


Which one sits at the top of the stability order? *one* does.


*one*
The following is a DFT calculation (the ωB97M-V functional and the def2-TZVPD basis) of a cluster of 2 separate species, CH7N3 in total.

Element x y z (Å)
H (-1.16, -1.03, 1.63)
N (-0.69, -0.74, 0.71)
N (-1.47, -0.20, -0.06)
N (-2.74, -0.26, 0.21)
H (-3.32, 0.37, -0.32)
H (-2.94, -0.41, 1.12)
C (2.52, 0.43, -0.67)
H (2.45, -0.43, 0.05)
H (2.54, 1.31, 0.00)
H (3.24, 0.60, -1.49)
H (1.57, 0.35, -1.18)

Spin multiplicity: 1


*two*
The following is a DFT calculation (the ωB97M-V functional and the def2-TZVPD basis) of the molecule CH7N3.

Element x y z (Å)
C (-1.35, 0.14, -0.29)
N (0.43, -0.28, -0.41)
N (1.16, 0.71, -1.08)
N (1.10, -0.41, 0.82)
H (-1.68, -0.78, -0.56)
H (-1.68, 0.40, 0.65)
H (-1.59, 1.02, -1.01)
H (2.00, 0.42, -1.47)
H (1.22, 1.50, -0.42)
H (0.88, -1.25, 1.38)
H (0.98, 0.43, 1.51)

Spin multiplicity: 1


Which one sits at the top of the stability order? *one* does.


*one*
The following is a DFT calculation (the ωB97M-V functional and the def2-TZVPD basis) of a cluster of 10 separate species, C11H42N12O10 in total.

Element x y z (Å)
N (-4.05, 5.66, -4.39)
C (-4.13, 6.98, -4.57)
N (-4.54, 7.31, -5.75)
O (-3.81, 7.96, -3.57)
H (-3.96, 5.42, -3.40)
H (-3.82, 4.98, -5.10)
H (-4.44, 8.30, -5.98)
H (-4.85, 6.69, -6.58)
N (-9.56, 6.80, -0.58)
C (-10.71, 6.35, -0.94)
N (-10.95, 6.33, -2.22)
O (-11.65, 5.83, -0.08)
H (-9.28, 6.71, 0.40)
H (-8.77, 7.03, -1.22)
H (-11.85, 5.92, -2.55)
H (-10.08, 6.42, -2.85)
N (-4.03, 9.10, 1.85)
C (-5.19, 9.62, 1.97)
N (-5.15, 10.91, 1.70)
O (-6.23, 8.87, 2.51)
H (-3.97, 8.15, 2.06)
H (-3.29, 9.61, 1.29)
H (-6.00, 11.45, 2.07)
H (-4.41, 11.45, 1.35)
N (-6.03, 10.78, -0.75)
C (-5.01, 10.44, -1.47)
N (-5.27, 10.30, -2.72)
O (-3.79, 10.25, -0.90)
H (-5.86, 10.92, 0.27)
H (-7.01, 10.64, -1.05)
H (-4.55, 9.82, -3.24)
H (-6.28, 10.30, -3.06)
N (-6.70, 5.28, -4.36)
C (-7.57, 6.27, -4.40)
N (-7.07, 7.44, -4.71)
O (-8.99, 6.07, -4.14)
H (-7.10, 4.33, -4.45)
H (-5.66, 5.37, -4.38)
H (-7.78, 8.23, -4.63)
H (-6.18, 7.51, -5.01)
N (-4.80, 5.53, 1.73)
C (-3.53, 5.55, 1.88)
N (-3.26, 6.29, 2.85)
O (-2.60, 4.70, 1.18)
H (-5.22, 4.85, 1.11)
H (-5.52, 6.10, 2.21)
H (-2.32, 6.25, 3.07)
H (-3.95, 6.38, 3.55)
C (-4.79, 2.68, -2.25)
C (-4.91, 3.86, -1.39)
O (-3.80, 4.70, -1.76)
H (-3.73, 2.55, -2.58)
H (-5.15, 2.75, -3.20)
H (-5.07, 1.75, -1.78)
H (-4.91, 3.56, -0.31)
H (-5.84, 4.43, -1.65)
H (-2.96, 4.37, -1.37)
C (-2.13, 7.63, -0.75)
O (-1.04, 7.87, 0.12)
H (-2.29, 8.57, -1.27)
H (-2.99, 7.43, -0.17)
H (-1.82, 6.75, -1.38)
H (-0.64, 7.09, 0.39)
C (-8.67, 9.41, 0.66)
O (-9.97, 9.26, 0.08)
H (-8.65, 10.47, 0.67)
H (-7.89, 9.10, -0.03)
H (-8.48, 9.01, 1.66)
H (-10.02, 8.34, -0.18)
C (-6.06, 7.29, -0.75)
O (-7.12, 7.57, -1.62)
H (-5.93, 7.93, 0.19)
H (-5.14, 7.27, -1.24)
H (-6.28, 6.26, -0.44)
H (-6.76, 7.45, -2.49)

Spin multiplicity: 1


*two*
The following is a DFT calculation (the ωB97M-V functional and the def2-TZVPD basis) of a cluster of 10 separate species, C11H42N12O10 in total.

Element x y z (Å)
N (-0.41, -0.29, 0.69)
C (0.24, -0.55, -0.42)
N (-0.49, -1.15, -1.32)
O (1.54, -0.12, -0.76)
H (0.19, 0.27, 1.32)
H (-1.37, -0.60, 0.93)
H (-0.07, -1.41, -2.25)
H (-1.52, -1.41, -1.13)
N (-0.83, -3.57, -0.17)
C (-0.96, -3.93, 1.11)
N (-0.65, -2.91, 1.86)
O (-1.12, -5.24, 1.64)
H (-0.98, -4.25, -0.96)
H (-0.64, -2.62, -0.51)
H (-0.65, -3.08, 2.88)
H (-0.34, -1.96, 1.55)
N (-2.86, -1.37, 1.21)
C (-3.41, -1.13, 0.03)
N (-2.94, -1.91, -0.92)
O (-4.44, -0.15, -0.10)
H (-3.26, -0.95, 2.12)
H (-2.16, -2.08, 1.43)
H (-3.36, -1.84, -1.87)
H (-2.60, -2.87, -0.81)
N (0.46, 1.22, -3.72)
C (1.62, 1.06, -4.16)
N (2.33, 0.32, -3.43)
O (2.03, 1.52, -5.40)
H (-0.12, 1.83, -4.25)
H (0.22, 1.04, -2.76)
H (3.31, 0.13, -3.75)
H (2.08, 0.06, -2.44)
N (4.44, 2.68, 0.96)
C (3.42, 3.44, 0.60)
N (2.74, 2.86, -0.38)
O (3.05, 4.62, 1.19)
H (4.84, 3.04, 1.87)
H (4.62, 1.75, 0.73)
H (1.84, 3.34, -0.67)
H (2.95, 1.93, -0.65)
N (-0.85, -1.16, -4.04)
C (-0.13, -2.26, -4.18)
N (1.10, -2.10, -3.81)
O (-0.65, -3.50, -4.24)
H (-1.84, -1.21, -4.16)
H (-0.43, -0.25, -4.11)
H (1.54, -2.85, -3.39)
H (1.61, -1.18, -3.64)
C (-2.14, 1.86, 2.98)
C (-1.89, 1.87, 4.50)
O (-3.03, 1.57, 5.31)
H (-1.35, 2.49, 2.42)
H (-3.07, 2.29, 2.63)
H (-2.05, 0.82, 2.62)
H (-1.54, 2.86, 4.67)
H (-0.99, 1.26, 4.72)
H (-2.68, 1.55, 6.23)
C (2.74, -2.54, 1.23)
O (2.91, -1.17, 1.51)
H (2.51, -3.19, 2.11)
H (3.60, -2.96, 0.78)
H (1.93, -2.62, 0.51)
H (2.96, -0.72, 0.67)
C (-2.78, 2.77, -1.33)
O (-1.75, 2.25, -0.48)
H (-3.19, 1.99, -1.98)
H (-2.37, 3.42, -2.13)
H (-3.64, 3.21, -0.80)
H (-2.10, 1.58, 0.09)
C (1.74, 1.69, 3.00)
O (1.38, 1.40, 1.71)
H (1.46, 2.67, 3.22)
H (2.80, 1.59, 3.19)
H (1.37, 1.04, 3.77)
H (2.08, 1.79, 1.14)

Spin multiplicity: 1


Which one sits at the top of the stability order? *two* does.


*one*
The following is a DFT calculation (the ωB97M-V functional and the def2-TZVPD basis) of a cluster of 2 separate species, CH5N2S in total.

Element x y z (Å)
S (-2.54, 0.62, -0.50)
H (-3.40, 1.65, -0.47)
N (0.90, 0.51, 0.76)
C (0.65, -0.44, -0.20)
N (1.60, -1.29, -0.37)
H (1.64, 0.30, 1.40)
H (0.10, 1.03, 1.10)
H (-0.36, -0.40, -0.62)
H (1.42, -1.99, -1.09)

Net charge: -1
Spin multiplicity: 1


*two*
The following is a DFT calculation (the ωB97M-V functional and the def2-TZVPD basis) of a cluster of 2 separate species, CH5N2S in total.

Element x y z (Å)
S (-2.54, -1.59, 0.28)
H (-2.34, -2.43, -0.75)
N (-0.30, 0.81, 0.24)
C (0.97, 0.41, 0.24)
N (2.04, 1.13, 0.14)
H (-0.53, 1.63, -0.30)
H (-1.05, 0.13, 0.43)
H (1.08, -0.68, 0.16)
H (2.67, 0.59, -0.44)

Net charge: -1
Spin multiplicity: 1


Which one sits at the top of the stability order? *one* does.


*one*
The following is a DFT calculation (the ωB97M-V functional and the def2-TZVPD basis) of a cluster of 2 separate species, C2H9N2O in total.

Element x y z (Å)
C (0.44, 1.48, 1.24)
N (0.04, 0.65, -1.68)
C (-0.80, 0.32, -0.49)
N (0.00, 0.20, 0.68)
H (1.18, 1.30, 2.06)
H (-0.39, 2.05, 1.59)
H (0.96, 2.09, 0.52)
H (0.88, 0.09, -1.68)
H (-1.33, -0.66, -0.68)
H (-1.54, 1.08, -0.35)
H (0.48, -3.05, 0.86)
H (-0.43, 0.65, -2.59)
H (0.25, -1.48, 0.68)
O (0.23, -2.35, 0.26)

Net charge: +1
Spin multiplicity: 1


*two*
The following is a DFT calculation (the ωB97M-V functional and the def2-TZVPD basis) of a structure of composition C2H9N2O.

Element x y z (Å)
C (1.84, 1.15, -0.01)
C (-1.53, -0.16, 0.37)
N (1.28, -0.23, -0.09)
N (-2.30, 0.87, -0.07)
O (-0.01, -0.18, -0.61)
H (2.86, 1.21, 0.32)
H (1.70, 1.59, -1.04)
H (1.25, 1.63, 0.77)
H (-1.18, -0.04, 1.34)
H (-1.74, -1.24, 0.38)
H (1.77, -0.74, -0.83)
H (-2.04, 1.78, 0.23)
H (1.35, -0.90, 0.77)
H (-2.71, 0.89, -0.99)

Net charge: +1
Spin multiplicity: 1


*three*
The following is a DFT calculation (the ωB97M-V functional and the def2-TZVPD basis) of a cluster of 2 separate species, C2H9N2O in total.

Element x y z (Å)
C (-1.24, -0.28, 2.35)
N (-0.18, -1.08, 1.63)
H (-1.37, -0.60, 3.37)
H (-2.09, -0.36, 1.67)
H (-0.97, 0.78, 2.34)
H (-0.58, -1.96, 1.32)
H (0.11, -0.53, 0.80)
H (0.60, -1.39, 2.22)
C (0.28, 0.24, -1.73)
N (0.54, 1.53, -2.02)
O (0.78, -0.29, -0.74)
H (-0.32, -0.32, -2.44)
H (-0.14, 2.06, -2.53)
H (1.44, 1.86, -1.73)

Net charge: +1
Spin multiplicity: 1


Which one sits at the top of the stability order? *three* does.